{
  "formula": "C18H37Cl14IOPS",
  "method": "wB97M-V/def2-TZVPD",
  "symbols": ["C", "C", "C", "C", "C", "C", "C", "O", "C", "C", "C", "C", "I", "P", "S", "H", "H", "H", "H", "H", "H", "H", "H", "H", "H", "H", "H", "H", "H", "H", "H", "H", "H", "H", "H", "H", "H", "H", "C", "Cl", "Cl", "H", "H", "C", "Cl", "Cl", "H", "H", "C", "Cl", "Cl", "H", "H", "C", "Cl", "Cl", "H", "H", "C", "Cl", "Cl", "H", "H", "C", "Cl", "Cl", "H", "H", "C", "Cl", "Cl", "H", "H"],
  "xyz": [[-2.765, -1.805, 1.784], [-3.067, -2.559, 0.485], [-4.259, -1.874, -0.221], [-1.870, -2.533, -0.468], [-0.570, -3.105, 0.125], [0.164, -4.003, -0.884], [0.355, -2.010, 0.727], [-0.087, -0.716, 0.385], [0.965, 0.272, 0.233], [1.025, 0.805, -1.224], [0.639, -0.260, -2.255], [-0.585, 0.089, -3.114], [2.354, -0.608, -3.587], [0.456, 1.573, 1.259], [-1.415, 2.310, 1.181], [-3.698, -1.621, 2.327], [-2.306, -0.838, 1.571], [-2.127, -2.380, 2.460], [-3.318, -3.594, 0.734], [-4.233, -0.819, 0.054], [-5.223, -2.307, 0.044], [-4.118, -1.930, -1.302], [-2.138, -3.145, -1.339], [-1.737, -1.514, -0.824], [-0.882, -3.748, 0.954], [-0.176, -5.037, -0.794], [1.245, -3.988, -0.744], [-0.039, -3.694, -1.913], [0.380, -2.124, 1.819], [1.386, -2.126, 0.386], [0.393, 1.686, -1.393], [2.049, 1.132, -1.408], [0.498, -1.229, -1.795], [-1.365, -0.660, -2.972], [-0.357, 0.151, -4.174], [-0.992, 1.051, -2.807], [1.354, 2.624, 1.023], [0.660, 1.207, 2.594], [4.293, 0.977, -7.297], [3.188, 1.998, -6.376], [5.121, -0.216, -6.281], [3.721, 0.442, -8.046], [5.045, 1.604, -7.760], [-0.224, 2.950, 4.730], [1.213, 1.999, 5.168], [0.072, 4.690, 4.874], [-0.505, 2.731, 3.701], [-1.023, 2.684, 5.410], [5.041, -1.266, -0.967], [4.696, 0.385, -0.448], [3.727, -2.371, -0.550], [5.170, -1.269, -2.043], [5.934, -1.605, -0.456], [-7.343, -4.995, 0.185], [-8.538, -5.776, 1.235], [-5.695, -5.166, 0.785], [-7.401, -5.454, -0.794], [-7.577, -3.938, 0.132], [1.702, 4.185, -3.308], [0.677, 4.483, -1.903], [0.851, 3.302, -4.583], [2.025, 5.137, -3.711], [2.547, 3.582, -2.997], [-1.811, 8.103, 5.424], [-2.584, 7.437, 3.985], [-0.047, 8.078, 5.318], [-2.129, 9.133, 5.538], [-2.105, 7.507, 6.279], [5.225, -0.228, 3.764], [3.794, 0.211, 2.845], [6.153, -1.536, 2.994], [5.873, 0.637, 3.840], [4.923, -0.570, 4.747]],
  "forces_ev_per_angstrom": [[-0.3239, -0.1783, 0.1698], [-0.1038, 0.6590, -0.0134], [0.5830, -0.0872, 0.0515], [-0.1470, -0.7104, -0.0469], [-0.0372, 0.1839, 0.0753], [-0.0982, 0.0848, -0.0875], [0.0454, 0.0386, 0.0486], [0.0023, -0.1194, -0.1647], [-0.0002, 0.0809, -0.1095], [0.2618, -0.2601, 0.2066], [0.0974, 0.3174, -0.3128], [-0.0463, -0.0701, 0.1529], [-0.1388, -0.1088, -0.0646], [-0.8019, 0.1388, 0.0068], [0.0795, 0.1327, 0.0881], [0.0003, -0.0026, 0.0213], [0.0745, -0.0131, 0.0179], [0.1758, 0.0706, -0.0855], [0.0284, -0.0955, -0.1068], [-0.2139, 0.0619, -0.0995], [-0.0410, 0.0548, 0.0865], [-0.2441, -0.0692, -0.0562], [-0.0214, 0.0304, -0.0101], [0.1368, 0.0694, 0.0492], [0.1062, -0.0416, 0.0510], [-0.0029, -0.0384, -0.0585], [0.0156, -0.0711, 0.0595], [0.1028, 0.0907, -0.0249], [-0.0330, 0.1066, 0.0467], [-0.1377, -0.0426, -0.0107], [-0.1700, -0.0912, -0.1064], [0.0075, 0.0954, 0.0453], [0.1640, -0.0495, 0.0844], [-0.0111, -0.0233, -0.0556], [-0.0110, -0.0258, -0.0739], [-0.0255, 0.0330, 0.0331], [0.3122, -0.0598, 0.1327], [0.3229, -0.0355, 0.0281], [-0.0262, 0.0528, -0.0066], [0.1236, -0.0444, -0.1405], [0.0246, -0.0024, -0.0151], [-0.0184, -0.0316, 0.0272], [0.0203, 0.0041, 0.0246], [-0.0278, -0.0484, -0.0329], [-0.0789, 0.0616, 0.0540], [-0.0198, -0.0350, 0.0229], [0.0230, 0.0370, -0.0233], [0.0231, 0.0038, 0.0453], [-0.0052, 0.0041, 0.0746], [0.1511, 0.0499, -0.1473], [0.2216, -0.1054, -0.0114], [-0.1054, -0.0011, -0.0134], [0.0045, 0.0284, 0.0217], [0.0352, 0.0611, -0.0668], [-0.0097, -0.0045, -0.0009], [-0.0312, -0.0687, 0.0299], [-0.0078, -0.0347, 0.0083], [-0.0103, 0.0078, 0.0388], [0.0527, -0.0266, 0.1428], [0.0048, 0.0374, -0.0129], [-0.1404, 0.0535, -0.0008], [-0.0150, 0.0013, -0.0238], [-0.0202, -0.0451, 0.0141], [-0.0415, -0.0248, 0.0139], [-0.0032, 0.0079, -0.0059], [0.0372, 0.0901, 0.0052], [0.0131, 0.0125, -0.0081], [0.0142, -0.0402, -0.0142], [-0.0754, 0.1404, 0.0398], [-0.0983, -0.1021, 0.0372], [0.0325, -0.0237, -0.0092], [0.0361, -0.0156, -0.0275], [0.0099, -0.0544, -0.0076]],
  "molar_mass_g_mol": 955.78,
  "orbital_gap_ev": 5.35,
  "fmax_ev_per_a": 0.81,
  "total_charge": -1
}



{
  "formula": "C18H37CoO2P3",
  "method": "wB97M-V/def2-TZVPD",
  "symbols": ["Co", "P", "P", "P", "H", "C", "C", "H", "C", "C", "C", "C", "C", "C", "C", "C", "C", "H", "H", "H", "H", "H", "H", "H", "H", "H", "H", "H", "H", "H", "H", "H", "H", "H", "H", "H", "H", "H", "H", "H", "H", "H", "H", "H", "H", "H", "C", "C", "C", "C", "C", "C", "O", "H", "H", "H", "H", "H", "H", "O", "C"],
  "xyz": [[0.147, 0.058, 1.044], [1.493, -0.743, 2.523], [1.061, 1.927, 0.562], [-0.882, -1.818, 0.719], [0.957, 2.296, -3.399], [-0.043, 2.244, -3.777], [-1.087, 2.970, -3.263], [-0.901, 3.800, -2.583], [2.957, -1.690, 1.935], [2.314, 0.422, 3.681], [0.848, -1.936, 3.758], [0.410, 3.083, -0.673], [1.011, 3.004, 2.054], [2.847, 1.802, 0.204], [-2.371, -1.652, -0.318], [-1.730, -2.770, 2.041], [0.147, -3.006, -0.218], [-0.228, 1.714, -4.714], [-1.982, 3.079, -3.865], [3.669, -1.785, 2.767], [3.432, -1.166, 1.096], [2.649, -2.692, 1.608], [2.904, -0.146, 4.416], [1.535, 0.973, 4.223], [2.973, 1.120, 3.150], [0.757, -2.935, 3.319], [-0.132, -1.598, 4.116], [1.535, -2.002, 4.610], [0.350, 4.094, -0.250], [-0.601, 2.752, -0.948], [1.045, 3.087, -1.563], [2.034, 3.239, 2.378], [0.457, 2.519, 2.868], [0.480, 3.928, 1.798], [3.159, 2.728, -0.283], [3.040, 0.953, -0.458], [3.419, 1.661, 1.123], [-3.178, -2.342, -0.042], [-2.061, -1.850, -1.343], [-2.742, -0.622, -0.261], [-2.657, -3.184, 1.624], [-1.992, -2.080, 2.853], [-1.101, -3.591, 2.396], [-0.477, -3.459, -0.998], [0.501, -3.788, 0.465], [1.012, -2.515, -0.682], [-1.928, 0.612, -2.383], [-0.644, 0.006, -2.520], [-0.480, -1.160, -3.245], [-1.597, -1.744, -3.842], [-2.885, -1.237, -3.598], [-3.079, -0.113, -2.813], [-2.021, 1.873, -2.010], [-0.251, 0.656, -0.371], [0.219, 0.545, -2.110], [0.531, -1.559, -3.360], [-1.444, -2.582, -4.523], [-3.752, -1.755, -4.012], [-4.052, 0.248, -2.497], [-2.288, 1.323, 1.976], [-1.304, 0.805, 1.617]],
  "forces_ev_per_angstrom": [[1.1948, -0.2727, -1.4925], [2.8974, -1.3864, 2.9311], [1.8593, 2.5441, -0.0518], [-1.8824, -2.6048, -1.4467], [0.3002, -0.0422, 0.0347], [0.6915, -0.6589, -1.7499], [-1.6425, 1.2874, 0.8425], [-0.1412, -0.2640, -0.2083], [-0.2650, 0.1670, -0.6170], [-0.3214, 0.4346, -0.0856], [-0.6217, 0.0781, -0.1428], [-0.4685, -0.1565, -0.1096], [-0.4171, -0.2644, 0.4296], [-0.2245, -0.4238, -0.2322], [-0.0306, 0.5953, -0.4991], [0.3811, 0.1500, 0.5618], [0.1129, -0.0503, 0.1631], [0.3568, -0.0101, 0.2845], [0.0260, -0.0024, 0.0330], [-0.2478, 0.0534, -0.2226], [0.0697, -0.2309, 0.2183], [0.1323, 0.2470, 0.0148], [-0.1809, 0.0803, -0.3580], [0.3085, 0.0256, -0.0385], [-0.1962, -0.1447, 0.2650], [-0.0371, 0.2146, 0.0887], [0.2381, -0.2177, 0.1004], [-0.0660, 0.1295, -0.2761], [0.2091, -0.2975, -0.2143], [0.5128, 0.3159, 0.3242], [-0.0472, 0.0636, 0.2577], [-0.3338, -0.0666, -0.0729], [0.2913, 0.2629, -0.0650], [0.1788, -0.2215, 0.1508], [0.0764, -0.0510, 0.0711], [0.1061, 0.1718, -0.0455], [-0.0915, 0.0194, -0.1231], [0.3430, 0.2057, -0.0894], [-0.2386, 0.0168, 0.2506], [-0.1499, -0.2937, 0.0158], [0.4517, 0.1082, 0.1612], [0.0002, -0.3907, 0.0117], [-0.1633, 0.2483, 0.1740], [0.2145, -0.0612, 0.2109], [0.0215, 0.0774, -0.2443], [-0.2222, -0.1510, 0.1129], [0.1782, 1.7750, 0.0190], [0.8537, -0.3948, -0.7019], [0.7771, 0.9614, 0.7800], [-0.1298, -0.2734, -0.6188], [-0.8344, 0.2806, 0.2286], [-0.1687, -0.6206, -0.1724], [-0.1764, -1.7128, -0.9071], [0.2436, -0.6291, 1.1596], [-0.3604, -0.4084, -0.3451], [-0.4344, -0.0307, -0.1684], [-0.2252, 0.0953, 0.2588], [0.2645, 0.1681, 0.0797], [-0.0455, 0.0375, -0.4126], [3.8227, -2.0828, -1.5863], [-6.7498, 3.6005, 3.0637]],
  "spin_multiplicity": 5,
  "molar_mass_g_mol": 437.35,
  "orbital_gap_ev": [9.01, 6.53],
  "relative_energy_kcal_mol": 34.40,
  "fmax_ev_per_a": 8.24,
  "total_charge": 3
}



{
  "formula": "C18H37N2O7S",
  "method": "wB97M-V/def2-TZVPD",
  "symbols": ["C", "C", "C", "C", "C", "S", "C", "N", "C", "C", "C", "C", "N", "O", "H", "H", "H", "H", "H", "H", "H", "H", "H", "H", "H", "H", "H", "H", "H", "H", "H", "H", "H", "H", "H", "C", "C", "O", "C", "O", "O", "C", "H", "H", "H", "H", "H", "H", "H", "H", "C", "C", "O", "C", "O", "O", "C", "H", "H", "H", "H", "H", "H", "H", "H"],
  "xyz": [[1.155, 2.643, 3.970], [0.760, 2.647, 2.485], [1.567, 3.770, 1.819], [1.130, 1.251, 1.922], [0.226, 0.691, 0.805], [-0.890, -0.622, 1.444], [1.170, 0.064, -0.247], [0.424, -0.482, -1.394], [-0.570, 1.825, 0.169], [-1.418, 2.667, 1.128], [-1.787, 3.963, 0.398], [-2.749, 1.976, 1.471], [-0.715, 2.918, 2.441], [-0.953, 4.108, 2.870], [0.778, 3.532, 4.470], [0.726, 1.764, 4.454], [2.240, 2.620, 4.074], [2.595, 3.428, 1.696], [1.182, 4.073, 0.846], [1.599, 4.652, 2.457], [1.212, 0.544, 2.743], [2.133, 1.364, 1.505], [-0.218, -1.702, 1.032], [1.646, -0.790, 0.236], [1.919, 0.798, -0.556], [1.034, -1.114, -1.896], [0.197, 0.270, -2.033], [0.164, 2.489, -0.304], [-1.192, 1.437, -0.637], [-0.929, 4.609, 0.227], [-2.180, 3.661, -0.577], [-2.586, 4.496, 0.904], [-3.371, 2.703, 1.999], [-2.618, 1.141, 2.153], [-3.292, 1.688, 0.572], [-7.080, -2.366, -4.216], [-6.310, -1.092, -4.487], [-5.756, -0.534, -3.287], [-4.654, -1.137, -2.834], [-4.091, -2.063, -3.358], [-4.282, -0.529, -1.713], [-3.136, -1.109, -1.066], [-7.843, -2.194, -3.457], [-7.564, -2.715, -5.129], [-6.418, -3.152, -3.855], [-6.976, -0.322, -4.874], [-5.519, -1.250, -5.220], [-2.299, -1.193, -1.753], [-3.392, -2.090, -0.665], [-2.858, -0.452, -0.246], [7.199, -3.413, 1.627], [5.800, -2.964, 1.989], [5.165, -2.261, 0.908], [4.697, -3.028, -0.073], [4.732, -4.228, -0.120], [4.167, -2.229, -1.003], [3.684, -2.918, -2.159], [7.794, -2.564, 1.289], [7.685, -3.860, 2.494], [7.178, -4.149, 0.825], [5.830, -2.250, 2.809], [5.176, -3.803, 2.298], [2.993, -3.711, -1.881], [4.514, -3.331, -2.728], [3.168, -2.175, -2.762]],
  "forces_ev_per_angstrom": [[-0.2932, -0.0564, -0.0251], [0.4521, -0.6066, 0.9615], [-0.1101, 0.0835, -0.1197], [-0.1887, 0.4164, -0.1687], [0.6699, -0.0961, -0.1580], [-0.1590, 0.0102, 0.3831], [-0.9524, -0.5818, -0.1580], [0.3652, 0.2297, 0.1533], [0.3997, -0.0403, 0.2579], [-0.9945, -0.5660, -0.1198], [0.0393, -0.2576, -0.1791], [0.0100, 0.4466, 0.3978], [1.0131, 1.4800, -1.6207], [-0.5104, -0.4546, 0.6947], [0.0208, 0.0684, -0.0578], [0.0550, 0.0269, 0.1080], [0.0320, -0.0956, -0.0408], [0.0179, 0.0051, -0.0616], [0.0119, -0.0656, -0.0482], [-0.1830, 0.0297, -0.0137], [-0.1142, -0.1215, -0.0552], [0.0670, -0.0822, 0.0672], [0.1816, 0.0936, -0.1119], [0.3932, 0.1795, -0.0042], [0.0853, 0.0743, 0.1875], [-0.0889, -0.0392, -0.1056], [-0.0679, -0.0669, -0.1010], [0.0343, -0.0116, 0.0003], [-0.1985, 0.0304, 0.1005], [-0.0146, 0.0965, 0.1058], [0.0338, 0.0405, -0.0380], [0.1817, 0.1627, 0.1459], [0.0074, -0.0146, 0.0247], [-0.0285, -0.1665, -0.1734], [0.0706, -0.1657, -0.0317], [0.0628, -0.0659, 0.1943], [-0.1689, -0.0833, -0.2852], [-0.0048, 0.0450, 0.0232], [-0.0170, 0.0550, -0.0345], [0.0273, -0.0544, -0.0131], [0.0617, 0.0089, 0.0985], [-0.0132, 0.0898, 0.0974], [-0.0527, 0.0358, -0.0622], [-0.0089, 0.0271, -0.0119], [0.0377, 0.0054, -0.0601], [0.0304, 0.0829, 0.1067], [0.0724, -0.0495, 0.0892], [0.0059, -0.0499, -0.0484], [0.0235, -0.0228, -0.0664], [-0.2515, -0.0326, -0.2171], [0.0051, 0.0187, -0.2291], [0.1633, -0.1236, 0.3074], [-0.0353, 0.0558, 0.0105], [0.0091, 0.0796, 0.0491], [0.0042, -0.0803, -0.0209], [-0.0597, 0.0291, -0.0626], [-0.1037, 0.0259, -0.1092], [0.0149, 0.0229, 0.0877], [-0.0110, 0.0178, 0.0240], [-0.0385, -0.0450, 0.0436], [-0.0647, 0.1006, -0.0817], [-0.0256, -0.0286, -0.1261], [0.0543, -0.0431, 0.0279], [-0.0077, -0.0727, 0.0345], [0.0528, 0.0664, 0.0389]],
  "spin_multiplicity": 2,
  "molar_mass_g_mol": 425.57,
  "orbital_gap_ev": [8.98, 9.23],
  "fmax_ev_per_a": 2.42,
  "total_charge": 0
}